(1)
Entry from the OMol25 dataset: a structure of composition C45H58IIrN3OP4 (the ωB97M-V functional and the def2-TZVPD basis).

```
113
Properties=species:S:1:pos:R:3:forces:R:3
Ir -0.0266 -0.2327 -0.0560 0.1 0.0 0.0
C 0.4221 2.5241 2.5535 -0.5 0.4 -1.0
N 1.1026 1.7403 3.5214 0.4 0.2 1.2
C 1.8007 0.5348 3.1554 0.2 -1.1 -0.2
P 2.1096 0.1045 1.3539 0.7 0.5 0.6
C 3.1203 -1.3930 1.5638 -0.4 -0.1 -0.2
C 3.0381 -2.3550 0.5528 -0.1 0.1 0.0
C 3.7858 -3.5169 0.6236 0.0 -0.1 0.0
C 4.6005 -3.7524 1.7220 -0.1 0.1 0.0
C 4.6899 -2.8020 2.7279 0.1 0.0 0.0
C 3.9637 -1.6266 2.6509 -0.1 0.1 0.0
C 3.2324 1.3967 0.7313 -0.3 -0.2 -0.2
C 4.6074 1.3273 0.9549 -0.2 0.0 0.1
C 5.4343 2.3017 0.4182 0.1 0.1 -0.1
C 4.9062 3.3348 -0.3465 -0.1 -0.1 0.1
C 3.5380 3.3979 -0.5819 0.0 0.0 0.0
C 2.7091 2.4213 -0.0619 0.0 -0.1 0.2
C 1.2043 2.1567 4.8301 0.0 -0.1 -0.4
C 1.4053 1.2171 5.8705 0.2 -0.3 0.4
C 1.5318 1.6298 7.1755 -0.1 -0.4 -0.3
C 1.4709 2.9883 7.4982 0.0 0.0 0.0
C 1.2818 3.9281 6.4841 -0.1 0.1 -0.4
C 1.1429 3.5286 5.1755 -0.1 0.5 0.2
P -0.9361 1.7061 1.4802 -0.2 0.7 0.8
C -2.2113 1.1673 2.6537 0.1 -0.5 -0.3
C -2.1062 1.1586 4.0418 0.1 0.1 -0.2
C -3.2224 0.8692 4.8102 -0.1 -0.1 0.1
C -4.4372 0.5725 4.2077 0.1 0.0 0.0
C -4.5412 0.5590 2.8220 0.0 -0.1 0.0
C -3.4324 0.8395 2.0501 0.3 0.0 0.0
C -1.6833 3.2755 0.9031 0.0 -0.1 -0.2
C -1.1945 3.9324 -0.2229 0.2 -0.2 0.0
C -1.7534 5.1267 -0.6417 -0.1 0.1 0.1
C -2.8067 5.6882 0.0688 0.1 -0.1 -0.1
C -3.2812 5.0548 1.2068 -0.1 0.2 0.0
C -2.7285 3.8612 1.6287 0.2 -0.2 0.1
H 1.1296 2.9330 1.8170 -0.1 0.1 0.2
H -0.0893 3.3519 3.0512 0.0 -0.2 -0.2
H 1.2621 -0.3478 3.5390 0.1 0.1 0.0
H 2.7815 0.5616 3.6499 -0.3 -0.1 -0.2
H 2.3624 -2.1898 -0.2786 0.1 -0.1 -0.1
H 3.7423 -4.2425 -0.1758 -0.1 -0.1 0.0
H 5.1586 -4.6718 1.7977 0.1 -0.1 0.0
H 5.3428 -2.9676 3.5707 0.0 0.0 0.1
H 4.0803 -0.9059 3.4443 0.0 0.1 0.1
H 5.0326 0.5163 1.5290 0.1 0.0 0.0
H 6.5015 2.2397 0.5758 0.1 0.0 0.0
H 5.5595 4.0786 -0.7770 0.1 0.1 0.0
H 3.1266 4.1917 -1.1900 0.0 0.1 0.0
H 1.6515 2.4253 -0.3005 -0.1 0.1 -0.1
H 1.4004 0.1595 5.6584 0.1 -0.1 0.0
H 1.6498 0.8973 7.9598 0.0 -0.1 0.0
H 1.5730 3.3084 8.5234 0.0 0.0 0.1
H 1.2736 4.9814 6.7223 0.0 0.1 0.0
H 1.0853 4.2818 4.4059 -0.1 0.1 -0.1
H -1.1785 1.3977 4.5367 0.0 0.0 0.1
H -3.1486 0.8906 5.8863 0.0 0.0 0.1
H -5.2981 0.3411 4.8132 -0.1 0.0 0.1
H -5.4850 0.3344 2.3514 -0.1 0.0 0.0
H -3.4904 0.8390 0.9684 -0.2 0.0 -0.1
H -0.3709 3.5092 -0.7806 0.0 0.0 0.0
H -1.3706 5.6315 -1.5157 0.1 0.0 -0.1
H -3.2547 6.6118 -0.2644 0.0 0.1 0.0
H -4.0872 5.4993 1.7739 0.0 0.0 0.0
H -3.1105 3.3973 2.5245 -0.1 0.0 0.0
C -2.1084 -2.1390 2.9588 0.1 0.3 -0.2
P -0.8780 -2.2525 1.6082 -0.4 -0.8 0.4
C 0.3847 -3.2990 2.4273 0.0 0.2 -0.3
C -1.7051 -3.4613 0.4806 0.1 0.3 0.0
C -0.8656 -3.6990 -0.7644 0.1 0.3 0.0
P -0.6123 -2.1272 -1.6938 -0.6 -0.6 -0.3
C 0.4728 -2.6478 -3.0636 0.1 0.4 0.3
C -2.2085 -1.8816 -2.5476 0.2 0.1 0.3
H -2.3059 -3.1472 3.3247 0.1 -0.1 -0.1
H -3.0372 -1.7011 2.6033 0.0 0.0 0.0
H -1.7291 -1.5334 3.7793 0.0 0.0 0.0
H -0.1133 -4.1792 2.8339 -0.1 0.0 0.0
H 0.8491 -2.7560 3.2475 0.1 0.0 0.0
H 1.1621 -3.6125 1.7371 0.1 0.0 0.0
H -2.6944 -3.0772 0.2156 0.0 0.0 0.1
H -1.8487 -4.3968 1.0309 0.0 0.1 0.0
H -1.3521 -4.4181 -1.4299 0.1 0.0 0.0
H 0.1106 -4.1036 -0.4855 0.0 0.0 -0.1
H -0.0162 -3.4501 -3.6167 -0.1 0.0 0.1
H 1.4255 -3.0082 -2.6845 0.1 0.0 0.0
H 0.6538 -1.8147 -3.7392 0.0 0.1 0.0
H -2.5033 -2.8135 -3.0332 0.0 0.0 0.0
H -2.0948 -1.1072 -3.3042 0.0 0.0 0.0
H -2.9798 -1.5804 -1.8417 -0.1 0.0 0.0
N -3.4827 1.5382 -2.4973 -0.2 -0.2 0.2
C -2.1547 1.6169 -2.4388 -0.3 0.5 -0.6
O -1.4882 1.0822 -1.5529 0.2 -0.6 0.6
C -1.5560 2.4260 -3.5708 0.5 0.0 0.0
I 0.5316 2.7977 -3.3132 -0.2 0.0 -0.3
H -4.0029 1.0265 -1.8019 0.1 0.0 0.0
H -4.0212 1.9765 -3.2295 0.1 0.1 0.0
H -2.0601 3.3870 -3.6709 0.1 -0.1 0.0
H -1.6472 1.8841 -4.5130 -0.1 0.0 0.1
C 4.7939 0.6564 -2.7711 0.0 0.0 0.0
C 3.7045 -0.3150 -3.2582 0.9 0.0 -0.7
C 3.2495 0.0488 -4.6776 -0.1 0.1 0.1
C 4.2228 -1.7638 -3.2099 0.0 0.1 0.0
C 2.6132 -0.2129 -2.3356 -1.0 0.0 0.8
N 1.7735 -0.1623 -1.5472 0.0 0.0 -0.3
H 5.6188 0.6395 -3.4788 0.1 0.0 -0.1
H 5.1678 0.3596 -1.7936 0.0 0.0 0.1
H 4.4119 1.6729 -2.7082 0.0 0.1 0.0
H 4.0759 -0.1319 -5.3605 0.1 0.0 0.0
H 2.9719 1.0984 -4.7402 0.0 0.0 -0.1
H 2.4099 -0.5623 -4.9990 -0.1 -0.1 -0.1
H 5.1644 -1.8023 -3.7513 0.1 0.0 0.0
H 3.5309 -2.4512 -3.6896 -0.1 -0.1 0.0
H 4.4013 -2.0805 -2.1846 0.1 -0.1 0.1
```
Positions in Å, forces in eV/Å.

As for the total charge: +4. The spin multiplicity is 6. The value obtained for the lowest unoccupied orbital energy (alpha / beta) is -8.930 / -13.150 eV. For the energy above the lowest of the compared OMol25 structures with the same formula, charge and spin, the calculation gives 0.00 kcal per mole. As for the frontier orbital gap (alpha / beta): 8.73 / 5.18 eV. Its electronic energy is -102181.7594 eV. The calculation puts the largest force on an atom at 1.29 eV Å⁻¹.

***

(2)
Entry from the OMol25 dataset: a structure of composition C45H59N4O3PS3Se2TeV (the ωB97M-V functional and the def2-TZVPD basis).

```
119
Properties=species:S:1:pos:R:3:forces:R:3
V 0.1492 -0.5221 0.0250 -0.5 0.0 0.7
S -1.5640 -1.1712 -1.5413 0.2 0.3 0.0
C -2.7431 0.0842 -1.2861 0.2 0.0 -0.2
N -4.0111 -0.2415 -0.8466 0.0 0.0 0.2
C -4.6882 0.7604 -0.0414 0.0 0.0 0.0
C -4.6876 2.0705 -0.7823 0.0 0.0 0.0
N -3.3364 2.4173 -1.1625 -0.1 0.1 -0.1
C -3.1022 3.8296 -1.3818 0.1 0.1 0.1
C -3.9021 4.3727 -2.5409 0.0 0.0 0.0
C -3.6676 3.9078 -3.8353 0.0 0.0 0.0
C -4.4170 4.3850 -4.8968 0.0 0.0 0.0
C -5.4128 5.3333 -4.6880 0.0 0.0 0.0
C -5.6531 5.7995 -3.4055 0.0 0.0 0.0
C -4.9015 5.3158 -2.3412 0.0 0.0 0.0
C -2.4392 1.4637 -1.5582 0.0 -0.2 0.0
S -1.0403 1.8781 -2.3944 0.1 0.1 0.0
C -4.4003 -1.6020 -0.5396 0.1 -0.2 0.0
C -5.6995 -1.9460 -1.2204 -0.1 0.0 0.0
C -5.7817 -1.9337 -2.6122 0.0 0.0 0.0
C -6.9709 -2.2310 -3.2521 0.0 0.0 0.0
C -8.1064 -2.5435 -2.5100 0.0 0.0 0.0
C -8.0367 -2.5565 -1.1276 0.0 0.0 0.0
C -6.8374 -2.2567 -0.4899 0.0 -0.1 0.0
H -4.1659 0.8594 0.9190 -0.1 0.0 0.0
H -5.7145 0.4343 0.1409 0.0 0.0 -0.1
H -5.0769 2.8598 -0.1333 0.0 0.0 0.0
H -5.3372 2.0157 -1.6679 0.0 0.0 0.0
H -2.0322 3.9683 -1.5358 0.0 0.0 0.0
H -3.3735 4.3631 -0.4655 0.0 0.0 0.0
H -2.8879 3.1704 -3.9839 0.0 0.0 0.0
H -4.2225 4.0160 -5.8963 0.0 0.0 0.0
H -5.9970 5.7028 -5.5215 0.0 0.0 0.0
H -6.4281 6.5357 -3.2294 0.0 0.0 0.0
H -5.0887 5.6765 -1.3359 0.0 0.0 0.0
H -4.4832 -1.7323 0.5450 0.0 0.0 0.0
H -3.6043 -2.2697 -0.8725 -0.1 0.0 0.0
H -4.8988 -1.6780 -3.1846 0.0 0.0 0.0
H -7.0173 -2.2175 -4.3336 0.0 0.0 0.0
H -9.0385 -2.7702 -3.0117 0.0 0.0 0.0
H -8.9151 -2.7938 -0.5402 0.0 0.0 0.0
H -6.7790 -2.2658 0.5925 0.0 0.0 0.0
C 0.8225 -0.8580 -4.4933 -0.1 0.0 -0.1
C 1.7818 0.1347 -3.8862 0.0 0.0 0.0
O 2.5323 -0.5371 -2.8554 0.2 0.0 -0.2
P 2.8782 0.2059 -1.5015 -0.2 0.1 0.6
O 1.5705 0.5204 -0.7404 0.6 -0.4 -0.4
Te 4.6445 -1.0016 -0.4795 -0.2 0.1 -0.1
O 3.3977 1.6281 -1.9931 0.0 0.1 -0.2
C 3.1161 2.8671 -1.3013 0.1 -0.1 0.0
C 2.3075 3.7736 -2.1917 0.0 0.1 0.0
H 0.2286 -0.3620 -5.2646 0.0 0.0 0.0
H 0.1371 -1.2361 -3.7348 0.0 0.0 0.0
H 1.3607 -1.6941 -4.9429 0.0 0.0 0.0
H 1.2434 0.9830 -3.4654 0.0 0.0 0.0
H 2.5084 0.5067 -4.6139 0.0 0.0 0.0
H 4.0950 3.2956 -1.0697 0.0 0.0 0.0
H 2.5819 2.6753 -0.3720 -0.1 0.0 0.0
H 2.8374 3.9782 -3.1247 0.0 0.0 0.0
H 2.1085 4.7081 -1.6660 0.0 0.0 0.0
H 1.3378 3.3314 -2.4097 -0.1 -0.1 0.0
Se -1.9123 -0.7353 1.7246 0.3 0.0 0.0
C -1.9307 -1.3366 3.5494 -0.2 0.1 0.0
C -0.8671 -1.7670 4.3428 0.1 0.0 -0.2
C -1.0728 -2.2175 5.6384 0.0 0.0 0.1
C -2.3440 -2.2545 6.1943 0.1 0.0 0.0
C -3.4124 -1.8260 5.4203 -0.1 0.0 0.0
C -3.2074 -1.3784 4.1258 0.0 0.0 0.0
H 0.1300 -1.7358 3.9354 0.1 0.0 0.0
H -0.2174 -2.5417 6.2221 0.0 0.0 0.0
H -2.4984 -2.6068 7.2076 0.0 0.0 0.0
H -4.4194 -1.8381 5.8246 0.0 0.0 0.0
H -4.0513 -1.0464 3.5329 0.0 0.0 0.0
C 0.6528 -5.8759 -0.6765 0.0 0.0 0.0
C 1.7017 -4.8172 -1.0354 0.0 0.1 -0.1
C 1.9579 -4.8344 -2.5489 0.0 0.0 0.0
C 3.0135 -5.1101 -0.2988 0.0 0.0 0.0
C 1.2114 -3.4847 -0.6552 0.1 0.0 0.1
C 0.8504 -2.3739 -0.3213 0.0 -0.2 0.0
H 1.0061 -6.8690 -0.9693 0.0 0.0 0.0
H -0.2877 -5.6693 -1.1867 0.0 0.0 0.0
H 0.4580 -5.8731 0.3962 0.0 0.0 0.0
H 2.3638 -5.8040 -2.8525 0.0 0.0 0.0
H 2.6671 -4.0515 -2.8167 0.0 0.0 0.0
H 1.0321 -4.6514 -3.0948 0.0 0.0 0.0
H 3.3707 -6.1119 -0.5554 0.0 0.0 0.0
H 2.8666 -5.0565 0.7799 0.0 0.0 0.0
H 3.7718 -4.3737 -0.5645 0.0 0.0 0.0
C 4.1250 -1.6477 4.4369 0.0 0.0 0.0
N 3.5457 -1.5163 3.1124 -0.1 0.0 0.0
C 2.8392 -2.7078 2.6769 0.0 0.0 -0.1
C 3.0470 -0.2940 2.7304 -0.2 0.1 0.1
S 1.3968 -0.0846 2.3635 0.0 -0.2 0.0
N 3.8805 0.7488 2.8388 0.0 0.0 -0.1
C 5.3195 0.5923 2.9389 0.0 -0.1 0.0
C 3.4691 2.1044 2.4917 0.0 0.0 0.0
H 3.3947 -2.1116 5.1104 0.0 0.0 0.0
H 4.3909 -0.6772 4.8453 0.0 0.0 0.0
H 5.0203 -2.2743 4.4132 0.0 0.0 0.0
H 3.5440 -3.5418 2.7204 0.0 0.0 0.0
H 2.4953 -2.5881 1.6507 0.0 0.0 0.1
H 1.9792 -2.9300 3.3183 0.0 0.0 0.0
H 5.5917 -0.4389 2.7324 0.0 0.0 0.0
H 5.6867 0.8842 3.9276 0.0 0.0 0.0
H 5.7799 1.2282 2.1840 0.1 0.0 0.0
H 2.3911 2.1817 2.3780 0.0 0.0 0.0
H 3.9424 2.3673 1.5422 0.0 0.1 0.0
H 3.8135 2.7919 3.2674 0.0 0.0 0.0
Se 0.0864 3.5419 0.9002 -0.1 0.2 0.0
C -0.3510 4.4433 2.5174 0.0 -0.1 0.1
C -0.9973 5.6889 2.5325 0.0 0.0 -0.2
C -1.2924 6.3544 3.7105 0.0 0.0 0.1
C -0.9615 5.8018 4.9421 0.0 0.0 0.0
C -0.3381 4.5582 4.9559 0.0 0.1 0.1
C -0.0462 3.8981 3.7755 0.1 -0.2 -0.1
H -1.2608 6.1344 1.5796 0.0 0.0 0.0
H -1.7899 7.3179 3.6662 0.0 0.0 0.0
H -1.1884 6.3217 5.8649 0.0 0.0 0.0
H -0.0823 4.0921 5.9011 0.0 0.0 0.0
H 0.4186 2.9188 3.8058 0.0 0.0 0.0
```
Positions in Å, forces in eV/Å.

As for the total charge: -2. The spin multiplicity is 4. The value obtained for the lowest unoccupied orbital energy (alpha / beta) is 3.746 / 3.744 eV. For the energy above the lowest of the compared OMol25 structures with the same formula, charge and spin, the calculation gives 16.35 kcal per mole. As for the frontier orbital gap (alpha / beta): 4.97 / 4.98 eV. Its electronic energy is -265197.3337 eV. The calculation puts the largest force on an atom at 0.89 eV Å⁻¹.